{
  "formula": "C6H8N",
  "method": "ωB97M-V/def2-TZVPD",
  "multiplicity": 1,
  "de_lowest_ev": 5.435,
  "total_energy_ha": -287.7565,
  "total_charge": 1,
  "lumo_ev": -4.27,
  "homo_energy_ev": -13.3,
  "species": ["C", "C", "C", "C", "N", "C", "C", "H", "H", "H", "H", "H", "H", "H", "H"],
  "xyz": [[0.77849, -0.26055, -1.87089], [-0.50315, -0.47248, -1.49830], [-0.80801, 0.21383, -0.21871], [-1.24285, -0.29752, 1.26815], [0.26417, 0.35711, 1.62049], [0.70165, 0.64861, 0.11324], [1.56593, 0.10299, -0.74256], [1.28042, -0.49716, -2.75386], [-1.36131, -0.92238, -2.00436], [-1.28800, 1.16004, -0.54109], [-1.28468, -1.27953, 1.61592], [-2.07965, 0.21458, 1.72582], [0.30166, 1.10604, 2.30136], [0.98343, -0.17889, 1.95828], [2.69189, 0.10531, -0.97350]]
}

{
  "formula": "C6H8N",
  "method": "ωB97M-V/def2-TZVPD",
  "multiplicity": 3,
  "de_lowest_ev": 3.770,
  "total_energy_ha": -287.6087,
  "total_charge": 1,
  "lumo_ev": [-2.89, -8.05],
  "homo_energy_ev": [-11.9, -15.0],
  "species": ["C", "C", "C", "C", "C", "C", "N", "H", "H", "H", "H", "H", "H", "H", "H"],
  "xyz": [[-0.40760, 0.16479, -1.80071], [-0.80782, 1.11331, -1.07930], [-1.13825, 1.58468, 0.22732], [0.84309, -1.06804, -0.11004], [0.71438, 0.09025, 0.93791], [-0.54977, -0.80892, -0.61866], [-0.71478, 0.21314, 0.65614], [-0.11476, -0.10498, -2.78174], [-0.46200, 2.37317, 0.64560], [-2.18060, 1.82111, 0.39504], [1.52296, -1.01683, -0.84716], [0.95011, -2.05159, 0.33261], [0.56130, -0.32046, 1.95461], [1.37101, 1.06098, 0.77932], [-1.22093, -1.77612, -0.76708]]
}

{
  "formula": "C6H8N2",
  "method": "ωB97M-V/def2-TZVPD",
  "multiplicity": 1,
  "de_lowest_ev": 4.053,
  "total_energy_ha": -342.7850,
  "total_charge": 0,
  "lumo_ev": 0.58,
  "homo_energy_ev": -8.9,
  "species": ["C", "C", "C", "C", "C", "C", "N", "N", "H", "H", "H", "H", "H", "H", "H", "H"],
  "xyz": [[-0.26638, -2.38355, 0.43745], [0.09690, -2.37685, -2.04431], [-0.19541, -1.80179, -0.86603], [-1.42637, 0.91312, -1.26599], [-1.39838, 0.52896, 0.20834], [-0.23335, 0.25004, -0.61610], [-0.25096, -2.92303, 1.46865], [1.04167, 0.95601, -0.59439], [0.17591, -1.77744, -2.97950], [0.06864, -3.46667, -2.09158], [-2.06980, 0.28579, -1.93558], [-1.48789, 1.98628, -1.59130], [-1.35383, 1.20489, 1.05570], [-1.84541, -0.48546, 0.49639], [1.47452, 1.15150, 0.34810], [1.73312, 0.81412, -1.35371]]
}

{
  "formula": "C6H8N2",
  "method": "ωB97M-V/def2-TZVPD",
  "multiplicity": 1,
  "de_lowest_ev": 6.911,
  "total_energy_ha": -342.6799,
  "total_charge": 0,
  "lumo_ev": 0.07,
  "homo_energy_ev": -8.4,
  "species": ["C", "C", "C", "C", "N", "N", "C", "C", "H", "H", "H", "H", "H", "H", "H", "H"],
  "xyz": [[-0.89439, -1.56498, -1.05043], [-0.40345, -0.35742, -0.65902], [-0.37955, 0.29070, 0.66048], [-0.69700, -0.34561, 2.02689], [0.31790, 1.34497, 0.95906], [0.49686, 1.74340, -0.39877], [1.67877, 0.91671, -0.83700], [0.25613, 0.58000, -1.28883], [-0.96681, -1.62870, -2.13081], [-1.27912, -2.57794, -0.34849], [-0.90140, 0.69260, 2.81119], [0.01848, -1.02033, 2.44598], [-1.87518, -0.67705, 1.91381], [2.14181, 0.08563, -0.31380], [2.27699, 1.47666, -1.41438], [0.20996, 1.04137, -2.37590]]
}

{
  "formula": "C6H8N2",
  "method": "ωB97M-V/def2-TZVPD",
  "multiplicity": 1,
  "de_lowest_ev": 5.829,
  "total_energy_ha": -342.7197,
  "total_charge": 0,
  "lumo_ev": -0.67,
  "homo_energy_ev": -7.9,
  "species": ["C", "C", "C", "C", "C", "C", "N", "N", "H", "H", "H", "H", "H", "H", "H", "H"],
  "xyz": [[2.19432, 0.05371, -0.06080], [3.22272, 0.81818, -0.19322], [2.17555, -1.37332, 0.17548], [0.74074, 0.38259, -0.31624], [0.05242, 1.53893, 0.42482], [-1.29977, -1.14135, 0.01905], [0.98020, -1.93960, 0.11460], [0.11856, -0.94012, -0.16936], [3.12081, -1.96292, 0.26616], [0.74910, 0.73902, -1.34212], [0.85596, 2.20864, 0.38334], [-0.01951, 1.51997, 1.55557], [-0.88831, 1.93853, -0.10425], [-1.64278, -2.20626, -0.23034], [-1.65183, -0.94590, 1.13805], [-1.91240, -0.44997, -0.60492]]
}

{
  "formula": "C6H8N2",
  "method": "ωB97M-V/def2-TZVPD",
  "multiplicity": 1,
  "de_lowest_ev": 5.563,
  "total_energy_ha": -342.7295,
  "total_charge": 0,
  "lumo_ev": 0.88,
  "homo_energy_ev": -9.0,
  "species": ["C", "C", "C", "N", "C", "N", "C", "C", "H", "H", "H", "H", "H", "H", "H", "H"],
  "xyz": [[-2.67166, -0.55122, -0.31276], [-2.07595, 0.50116, 0.14496], [-0.52154, 0.36980, 0.42716], [0.41629, 1.34842, 0.00858], [1.57387, 0.92324, -0.32832], [1.71756, -0.39000, -0.75279], [1.51373, -1.00571, 0.67101], [0.28489, -0.94473, -0.14301], [-3.77690, -0.57275, -0.53877], [-2.09935, -1.35167, -0.67388], [-2.41651, 1.49301, 0.63619], [-0.45696, 0.54666, 1.62111], [2.27690, 1.92306, -0.42544], [1.78830, -2.14321, 0.76907], [1.53522, -0.66769, 1.67884], [-0.40779, -1.69155, -0.61182]]
}